1.
A structure of composition C39H50B2F6N10O3STi in a non-equilibrium geometry. Source: the OMol25 dataset; level of theory: ωB97M-V/def2-TZVPD.

**DFT total energy**: -113913.288 eV
**Energy relative to the best compared isomer or geometry (same formula, charge and spin)**: 101.72 kJ/mol
**Kohn-Sham gap**: 6.7 eV

Structure (ORCA input):
```
! RIJCOSX wB97M-V def2-TZVPD def2/J DEFGRID3
* xyz 0 1
Ti 0.2581 -0.2197 1.5820
C -2.9624 2.4755 5.2264
C -2.0051 1.3303 4.8347
C -2.8648 0.2368 4.2117
C -0.8370 1.9280 4.0508
C -0.2323 3.1075 4.5180
C 0.6193 3.5116 3.5229
N 0.5523 2.6196 2.5323
N -0.3011 1.6035 2.8553
B 1.2602 2.7910 1.1862
N 2.2280 1.5912 0.9798
C 3.4261 1.7451 0.3820
C 4.3256 0.9270 0.9965
C 3.6065 0.2536 2.0062
N 2.3284 0.6423 1.9824
C 4.2951 -0.5995 3.0403
C 5.3788 0.2629 3.7156
C 3.3827 -1.1789 4.1039
N 0.2866 3.0026 -0.0094
C 0.0547 4.2165 -0.5251
C -0.8656 4.1043 -1.5417
C -1.1661 2.7422 -1.6216
N -0.4648 2.0891 -0.6814
C -2.1083 2.1250 -2.6230
C -3.4258 2.9021 -2.6756
C -1.4597 2.1068 -4.0140
H -3.8436 2.0590 5.7199
H -3.2955 3.0046 4.3289
H -2.5135 3.2035 5.9016
H -1.5627 0.9361 5.7528
H -3.5587 0.6648 3.4813
H -3.4610 -0.2251 5.0020
H -2.2747 -0.5410 3.7487
H -0.4208 3.6055 5.4540
H 1.2596 4.3761 3.4409
H 1.8824 3.8202 1.2643
H 3.5494 2.4684 -0.4108
H 5.3730 0.8078 0.7652
H 4.7959 -1.4120 2.5057
H 4.9117 1.1073 4.2295
H 6.1061 0.6581 3.0049
H 5.9138 -0.3343 4.4570
H 2.8681 -0.3826 4.6458
H 3.9735 -1.7538 4.8223
H 2.6233 -1.8268 3.6901
H 0.5611 5.0807 -0.1243
H -1.2622 4.8956 -2.1561
H -2.3286 1.1067 -2.3237
H -3.2674 3.9232 -3.0330
H -3.9073 2.9506 -1.6993
H -4.1093 2.4108 -3.3713
H -1.2682 3.1296 -4.3528
H -2.1276 1.6256 -4.7322
H -0.5147 1.5616 -4.0118
N -0.5217 -4.0273 4.0237
C -0.6389 -2.8087 3.4303
S 0.0652 -1.4484 4.2117
N -1.3522 -2.8014 2.3292
N -1.5342 -1.5192 1.8274
C -2.6955 -1.3606 1.3333
C -3.2081 -0.0302 1.0076
C -4.5548 0.1790 0.7561
C -5.0097 1.4868 0.6697
C -4.1058 2.5253 0.8318
C -2.7672 2.2081 1.0374
N -2.3348 0.9604 1.1190
H 0.1766 -4.1164 4.7382
H -0.7510 -4.8398 3.4776
H -3.3681 -2.2114 1.3366
H -5.2293 -0.6650 0.6671
H -6.0587 1.6924 0.4917
H -4.4225 3.5599 0.7966
H -2.0152 2.9884 1.1428
C 0.5525 -3.3628 -0.5910
C 1.6195 -2.8153 0.3436
O 1.1268 -1.7449 1.1133
C 2.9221 -2.4490 -0.4678
F 4.0545 -2.7231 0.2181
F 2.9763 -1.1764 -0.7918
F 2.9672 -3.1613 -1.6052
C 2.0030 -3.9905 1.2819
F 2.7075 -4.9109 0.5988
F 2.7163 -3.6113 2.3389
F 0.9104 -4.6179 1.7323
H 0.3795 -2.6692 -1.4031
H -0.3619 -3.4828 -0.0138
H 0.8561 -4.3192 -1.0092
C 1.8465 -0.9225 -6.4938
C 0.7688 -1.9134 -6.0373
C -0.2939 -1.9992 -7.1391
C 1.4138 -3.2967 -5.8578
C 0.1481 -1.4794 -4.7031
C -1.1672 -1.8067 -4.3828
C -1.7534 -1.4463 -3.1579
C -0.9793 -0.7469 -2.2693
O -1.3096 -0.2803 -1.0312
B -0.1503 0.4688 -0.5339
O 0.8899 0.2589 -1.5459
C 0.3332 -0.4195 -2.5678
C 0.9159 -0.7753 -3.7602
H 2.1851 -1.1852 -7.4990
H 2.7227 -0.9374 -5.8416
H 1.4562 0.0991 -6.5198
H 0.1917 -2.1486 -8.1066
H -0.8839 -1.0803 -7.1903
H -0.9775 -2.8371 -6.9865
H 1.8822 -3.6317 -6.7897
H 0.6628 -4.0347 -5.5646
H 2.1796 -3.2672 -5.0778
H -1.7711 -2.3648 -5.0872
H -2.7775 -1.7140 -2.9225
H 1.9514 -0.5137 -3.9420
*
```

2.
An isolated molecule of C4H5N3O in a non-equilibrium geometry. Source: the OMol25 dataset; level of theory: ωB97M-V/def2-TZVPD.

**SMILES string**: Cc1[nH]ncc1N=O
**DFT total energy**: -10741.596 eV
**Energy relative to the best compared isomer or geometry (same formula, charge and spin)**: 580.74 kJ/mol
**Kohn-Sham gap**: 8.6 eV

Structure (ORCA input):
```
! RIJCOSX wB97M-V def2-TZVPD def2/J DEFGRID3
* xyz 0 1
C 1.3846 -0.7203 0.9748
C 0.1248 -0.2323 0.2276
C -1.6337 0.5006 -1.0639
C -0.1777 0.7771 -0.5205
H 1.3073 -1.8606 1.1317
H 2.4721 -0.2629 0.3810
H 1.3471 -0.2665 2.0699
H -1.2287 -1.7883 0.7730
H -2.0263 0.9374 -2.1698
N -1.0356 -0.9891 0.2986
N -2.0635 -0.5613 -0.5234
N 0.7995 1.7023 -0.4743
O 0.7301 2.7638 -1.1046
*
```

3.
An isolated molecule of C5H9NO2 in a non-equilibrium geometry. Source: the OMol25 dataset; level of theory: ωB97M-V/def2-TZVPD.

**SMILES string**: C=NCCCC(=O)O
**DFT total energy**: -10915.599 eV
**Energy relative to the best compared isomer or geometry (same formula, charge and spin)**: 94.21 kJ/mol
**Kohn-Sham gap**: 10.4 eV

Structure (ORCA input):
```
! RIJCOSX wB97M-V def2-TZVPD def2/J DEFGRID3
* xyz 0 1
O -3.1391 -1.7776 -0.4705
C -2.3594 -0.8823 -0.3014
O -2.6711 0.4074 -0.5686
C -0.9903 -0.9884 0.3215
C -0.0478 0.1601 0.0448
C 1.2933 -0.0430 0.7826
C 2.6344 1.3257 -0.5249
N 2.1646 1.1193 0.6250
H -3.4844 0.4987 -1.0732
H -1.1956 -1.0783 1.3937
H -0.5567 -1.9401 0.0401
H -0.4167 1.0965 0.4484
H 0.1837 0.2737 -1.0112
H 1.8062 -0.9749 0.5482
H 1.0338 -0.1005 1.8351
H 2.4854 0.7027 -1.4195
H 3.2598 2.2010 -0.6700
*
```

What did the second record say?
An isolated molecule of C4H5N3O in a non-equilibrium geometry. Source: the OMol25 dataset; level of theory: ωB97M-V/def2-TZVPD.

**SMILES string**: Cc1[nH]ncc1N=O
**DFT total energy**: -10741.596 eV
**Energy relative to the best compared isomer or geometry (same formula, charge and spin)**: 580.74 kJ/mol
**Kohn-Sham gap**: 8.6 eV

Structure (ORCA input):
```
! RIJCOSX wB97M-V def2-TZVPD def2/J DEFGRID3
* xyz 0 1
C 1.3846 -0.7203 0.9748
C 0.1248 -0.2323 0.2276
C -1.6337 0.5006 -1.0639
C -0.1777 0.7771 -0.5205
H 1.3073 -1.8606 1.1317
H 2.4721 -0.2629 0.3810
H 1.3471 -0.2665 2.0699
H -1.2287 -1.7883 0.7730
H -2.0263 0.9374 -2.1698
N -1.0356 -0.9891 0.2986
N -2.0635 -0.5613 -0.5234
N 0.7995 1.7023 -0.4743
O 0.7301 2.7638 -1.1046
*
```